(1)
Here is a 10-piece molecular cluster, C19H61N17O10 overall from the Open Molecules 2025 dataset. Energies are from ωB97M-V with the def2-TZVPD basis set.

Cartesian coordinates (Å):
C 1.14657 1.25208 3.67629
O 2.26786 1.46733 3.25619
N 0.83603 1.55812 4.96266
N 0.12585 0.79886 2.90164
H 0.08289 1.13469 5.42949
H 1.62105 1.72436 5.56997
H -0.72877 0.41493 3.31115
H 0.22155 0.47391 1.95255
C -2.84168 -3.56874 -0.21732
O -3.71995 -3.86038 0.61272
N -2.22802 -2.44390 -0.22244
N -2.55275 -4.36998 -1.34173
H -2.41862 -1.71492 0.44419
H -1.63302 -2.14187 -1.02188
H -3.01725 -5.28271 -1.33525
H -1.82343 -4.32734 -1.98239
C -1.38120 4.35023 -4.01265
O -1.86122 4.60396 -2.90636
N -1.97382 4.49619 -5.22013
N -0.14614 3.73649 -4.08669
H -1.49008 4.51037 -6.08798
H -2.92527 4.84330 -5.27517
H 0.24745 3.30589 -4.92515
H 0.35062 3.53840 -3.23335
C 2.54528 1.79605 -0.80216
O 2.03806 2.30022 -1.87126
N 3.53184 0.89402 -0.76556
N 2.04907 2.30009 0.37166
H 3.96184 0.77019 -1.69215
H 3.98260 0.69592 0.12394
H 2.36391 2.01115 1.29078
H 1.57842 3.15649 0.22117
C -2.54993 -1.80299 3.44500
O -2.54233 -0.57542 3.70115
N -3.69710 -2.47457 2.88982
N -1.44299 -2.67874 3.72116
H -3.50723 -3.38086 2.40126
H -4.24028 -1.86016 2.30340
H -1.08865 -3.20357 2.89131
H -0.64514 -2.19759 4.14738
C -1.59972 0.73203 0.13112
O -0.92436 -0.21444 0.55398
N -2.71990 1.12728 0.69770
N -1.22099 1.32362 -1.10903
H -2.80985 0.72810 1.66310
H -3.14974 2.02577 0.40736
H -1.54767 2.31986 -1.15193
H -0.24168 1.30268 -1.25179
C 0.84695 -3.76920 -0.59812
O 0.59781 -4.38054 -1.64605
N 1.06524 -2.38377 -0.44612
N 0.66218 -4.42246 0.62944
H 0.52095 -1.93364 0.33378
H 1.20073 -1.78570 -1.22550
H 0.20434 -5.33821 0.68115
H 1.14315 -4.06459 1.44446
C -4.46288 5.15676 1.04446
C -3.23503 4.79482 0.19486
C -2.06339 4.56437 1.08454
O -1.68902 5.68969 1.82638
C -0.38512 5.55667 2.46811
N -3.49486 3.62440 -0.64704
H -5.35175 5.43138 0.43686
H -4.15202 5.99055 1.69335
H -4.85259 4.36793 1.71802
H -2.89237 5.68290 -0.43114
H -1.28716 4.24751 0.43772
H -2.17548 3.74787 1.89479
H -0.08559 6.52698 2.78949
H 0.30654 5.20486 1.73027
H -0.49141 4.89635 3.27141
H -4.50471 3.50376 -0.64823
H -3.30085 3.88588 -1.63194
C 5.13698 -2.69475 0.94193
C 4.11926 -1.71740 1.58305
C 3.68890 -2.15542 2.93321
O 2.80729 -3.27002 2.96599
C 2.63893 -3.81658 4.23845
N 4.74854 -0.40881 1.75936
H 5.91128 -2.18121 0.33424
H 4.65682 -3.43323 0.32282
H 5.77661 -3.11182 1.81233
H 3.29651 -1.68263 0.94686
H 3.13562 -1.39318 3.45448
H 4.62181 -2.31332 3.58666
H 3.58669 -4.07131 4.75404
H 2.13905 -4.77283 4.10323
H 2.06088 -3.14661 4.91402
H 4.30500 0.21322 2.43489
H 5.74156 -0.49497 1.92210
C 0.55370 -0.31942 -4.14566
C -0.54801 -1.30810 -4.17950
C 0.03277 -2.74445 -4.14363
O 0.73585 -2.98763 -5.29953
C 1.92962 -3.82569 -5.09483
N -1.44145 -1.14927 -3.06368
H 0.21988 0.73916 -4.27159
H 1.43414 -0.60182 -4.77942
H 0.94029 -0.20718 -3.09229
H -1.06005 -1.24819 -5.17127
H -0.84256 -3.47917 -4.13190
H 0.62334 -2.90265 -3.25357
H 2.81645 -3.22429 -5.05161
H 1.92559 -4.56301 -5.83787
H 1.85915 -4.22495 -4.08882
H -2.29742 -1.69237 -3.42558
H -1.65876 -0.19906 -2.94761

Results
**Total charge**: 0
**ΔE to the lowest compared entry with this formula, charge and spin**: 177.2 kJ/mol
**Energy**: -2444.01187 Ha
**SMILES**: COC[C@H](C)N.COC[C@H](C)N.COC[C@H](C)N.NC(N)=O.NC(N)=O.NC(N)=O.NC(N)=O.NC(N)=O.NC(N)=O.NC(N)=O
**Frontier orbital gap**: 9.6 eV

***

(2)
Here is an isolated molecule of C28H22FN3O4 from the Open Molecules 2025 dataset. Energies are from ωB97M-V with the def2-TZVPD basis set.

Cartesian coordinates (Å):
O -3.38466 2.04643 -1.41302
C -2.38617 2.59130 -1.83829
N -2.42672 3.75849 -2.52834
H -1.57175 4.17270 -2.86250
C -3.65474 4.50555 -2.71105
C -3.59908 5.82288 -2.01044
C -3.62219 6.14315 -0.68447
C -3.48794 7.55133 -0.61482
C -3.39003 7.98053 -1.90109
O -3.45046 6.94305 -2.75321
H -3.28119 8.95834 -2.32634
H -3.46981 8.15425 0.26960
H -3.72686 5.45925 0.13239
H -3.83635 4.67384 -3.77733
H -4.44916 3.87974 -2.29407
C -1.01805 2.01541 -1.68577
C 0.10205 2.80717 -1.45472
C 1.34595 2.22493 -1.29913
C 1.49883 0.84824 -1.38914
C 0.37733 0.05771 -1.61210
C -0.87101 0.63334 -1.74308
H -1.74878 0.02387 -1.89589
H 0.48187 -1.01608 -1.68519
C 2.85965 0.22311 -1.24171
N 2.79940 -1.00555 -0.45956
C 2.42219 -0.84824 0.85896
O 2.23974 0.25176 1.33348
N 2.27180 -1.99860 1.60389
C 2.50812 -3.25764 1.08936
C 2.35358 -4.41672 1.85489
C 2.61602 -5.65401 1.30389
C 3.03516 -5.77859 -0.01533
C 3.18566 -4.64593 -0.78253
C 2.92602 -3.38651 -0.24191
C 3.07717 -2.20696 -1.09229
O 3.41130 -2.24164 -2.25780
H 3.50310 -4.69332 -1.81290
H 3.23611 -6.75278 -0.43213
H 2.49032 -6.53675 1.91275
H 2.01992 -4.35858 2.87683
C 1.79130 -1.83094 2.96482
C 0.40880 -2.39718 3.16062
C -0.53182 -2.30823 2.14357
C -1.79082 -2.84129 2.34500
C -2.15156 -3.44935 3.53376
C -1.21246 -3.51806 4.54744
C 0.05835 -3.00234 4.36143
H 0.78512 -3.06722 5.15814
H -1.47165 -3.98320 5.48609
H -3.14448 -3.85204 3.65215
F -2.69075 -2.77184 1.34687
H -0.30299 -1.82615 1.20566
H 2.50057 -2.28119 3.66552
H 1.77040 -0.74924 3.14135
H 3.54202 0.92130 -0.75066
H 3.26111 -0.05972 -2.22000
H 2.20726 2.84475 -1.09927
H 0.00375 3.87916 -1.35551

Results
**Total charge**: 0
**ΔE to the lowest compared entry with this formula, charge and spin**: 8.2 kJ/mol
**Energy**: -1645.37229 Ha
**SMILES**: O=C(NCc1ccco1)c1ccc(Cn2c(=O)c3ccccc3n(Cc3cccc(F)c3)c2=O)cc1
**Frontier orbital gap**: 8.8 eV

***

(3)
Here is an isolated molecule of C27H34N2O3 from the Open Molecules 2025 dataset. Energies are from ωB97M-V with the def2-TZVPD basis set.

Cartesian coordinates (Å):
C 1.95450 -1.03387 6.93405
H 0.98070 -0.54901 7.08096
O 2.49815 -0.71652 5.67912
C 1.69156 -1.13858 4.60649
C 2.44611 -0.85977 3.30240
N 1.59195 -1.03409 2.14684
C 1.49411 -2.27262 1.60755
O 2.11707 -3.22764 2.03159
C 0.55544 -2.41712 0.44441
C -0.81035 -2.56473 0.66488
C -1.67455 -2.77516 -0.39212
C -1.18593 -2.83776 -1.69580
C 0.18478 -2.69034 -1.90992
C 1.04976 -2.49624 -0.85210
H 2.11258 -2.41517 -1.02588
H 0.55347 -2.74694 -2.92353
C -2.04967 -3.07872 -2.88172
O -1.63396 -2.91402 -4.00719
C -3.45649 -3.55691 -2.61675
H -3.43856 -4.44495 -1.98926
H -4.02468 -2.78197 -2.10635
H -3.94112 -3.78684 -3.56232
H -2.72934 -2.88149 -0.19319
H -1.19426 -2.52597 1.67471
C 0.86669 0.10800 1.63179
H 0.80338 0.85552 2.42532
H -0.15244 -0.19564 1.37610
C 1.52535 0.72388 0.38588
C 2.70228 1.63510 0.72990
C 3.25497 2.25332 -0.55061
C 2.14406 2.96582 -1.31772
N 1.09777 2.01499 -1.63132
C 0.48829 1.51143 -0.41911
H -0.33862 0.85141 -0.68511
H 0.08526 2.32254 0.21519
C 0.17398 2.43858 -2.66656
C -0.60669 1.22499 -3.21776
C -1.94753 1.31772 -2.55834
C -2.93942 0.36103 -2.48646
C -4.10898 0.66017 -1.80169
C -4.27924 1.89784 -1.20469
C -3.28644 2.86464 -1.28757
C -2.12335 2.56778 -1.96863
C -0.92402 3.43392 -2.20662
H -1.13699 4.15282 -3.00175
H -0.62496 3.99827 -1.32301
H -3.42521 3.83209 -0.82647
H -5.19426 2.11515 -0.67310
H -4.89735 -0.07620 -1.73549
H -2.80393 -0.59812 -2.96227
H -0.71700 1.30242 -4.30137
H -0.09110 0.28966 -3.00078
H 0.79016 2.88329 -3.45296
H 2.54324 3.36840 -2.25157
H 1.76976 3.81272 -0.71313
H 3.66551 1.46614 -1.18415
H 4.05266 2.96011 -0.31698
H 3.48587 1.06894 1.23572
H 2.36431 2.42950 1.40120
H 1.88915 -0.08476 -0.25267
H 3.28226 -1.55806 3.22464
H 2.83107 0.15971 3.32977
H 1.47090 -2.21304 4.68310
H 0.73325 -0.59066 4.61313
H 1.82812 -2.11711 7.05050
H 2.65795 -0.66786 7.67877

Results
**Total charge**: 0
**ΔE to the lowest compared entry with this formula, charge and spin**: 148.1 kJ/mol
**Energy**: -1384.49969 Ha
**SMILES**: COCCN(C[C@@H]1CCCN(C2Cc3ccccc3C2)C1)C(=O)c1ccc(C(C)=O)cc1
**Frontier orbital gap**: 8.6 eV

***

(4)
Here is C30H21F5N4O2PS4SeW as an isolated structure from the Open Molecules 2025 dataset. Energies are from ωB97M-V with the def2-TZVPD basis set.

Cartesian coordinates (Å):
W -0.68250 0.50280 -0.58612
C 1.06131 -2.42652 4.18396
C 0.49899 -1.10382 4.67185
O -0.55424 -0.70858 3.70029
P -0.35158 0.50715 2.72603
S -1.94476 0.54510 1.33566
S 1.35950 0.32869 1.71418
O -0.48803 1.71040 3.73425
C -0.20662 3.13650 3.45557
C -0.58558 3.95149 4.66813
H 1.87604 -2.74080 4.86077
H 1.43690 -2.36798 3.14270
H 0.29183 -3.22738 4.23485
H 1.24496 -0.29548 4.73402
H 0.03436 -1.20517 5.65153
H -0.76631 3.42559 2.55062
H 0.87655 3.21284 3.23621
H -1.63967 3.80936 4.92292
H -0.35487 4.99639 4.44513
H 0.01984 3.65218 5.52685
S 0.67254 2.47356 -0.20842
C -0.53161 3.49747 -0.93531
S -1.92717 2.66086 -1.45601
C -0.41360 4.86726 -1.03940
C -1.28360 5.65420 -1.86872
N -1.98458 6.29990 -2.55358
C 0.64836 5.55566 -0.37180
N 1.51765 6.15422 0.12213
F -5.12802 -4.16403 0.60633
C -4.30947 -3.29879 -0.05008
C -2.92550 -3.05447 0.06325
F -2.25011 -3.51360 1.12352
C -2.35396 -2.80179 -1.33168
F -2.55266 -3.96783 -2.18755
C -3.32593 -1.75947 -1.83603
Se -2.91805 0.08258 -1.96557
C -4.64158 -2.24317 -2.12502
F -5.47140 -2.19984 -3.22130
C -5.17328 -2.49656 -0.84062
F -6.32241 -2.04198 -0.29726
C 4.87402 0.62709 -1.67255
C 4.09950 -0.29913 -0.99689
C 2.73061 -0.35289 -1.20281
C 2.08463 0.50320 -2.11076
C 0.66727 0.62883 -2.29544
C 0.20454 1.19477 -3.47089
C 0.95916 2.26210 -4.01759
C 2.28650 2.38140 -3.67052
C 2.90838 1.44629 -2.83213
C 4.29756 1.53164 -2.54027
H 5.94447 0.66888 -1.51101
H 4.55603 -1.02885 -0.31419
H 2.18606 -1.08850 -0.59853
H -0.73649 0.87017 -3.92957
H 0.48296 2.95043 -4.68686
H 2.88997 3.18070 -4.05666
H 4.88703 2.30292 -2.98683
N 2.05915 -6.06155 -1.66344
C 1.51469 -5.08649 -1.33036
C 0.81165 -3.85565 -0.99485
C -0.09517 -3.40623 -1.91782
C -0.94253 -2.30973 -1.57597
N -0.44109 -1.53404 -0.43618
C 0.12217 -2.24718 0.58182
C 0.91581 -3.35551 0.30844
H -0.26977 -3.97184 -2.83902
H -0.94967 -1.63130 -2.45701
H -0.06071 -1.94052 1.60754
H 1.56151 -3.78592 1.07407

Results
**Total charge**: 0
**ΔE to the lowest compared entry with this formula, charge and spin**: 257.9 kJ/mol
**Energy**: -6427.00909 Ha
**Spin multiplicity**: 2
**Frontier orbital gap (alpha / beta)**: 4.5 / 4.6 eV
**Expectation value of S²**: 0.799

***

- What is the total charge in the first record?
  0

***

- Which of these has the highest energy?
  C27H34N2O3

***

- What is the ΔE to the lowest compared entry with this formula, charge and spin in the third record?
  148.1 kJ/mol

***

- Among the records above, which one has the lowest ΔE to the lowest compared entry with this formula, charge and spin?
  C28H22FN3O4